No. 1
Here is a structure of composition C19H33ClKO3SSi in a non-equilibrium geometry from OMol25. Energies are from ωB97M-V with the def2-TZVPD basis set.

Calculated values
Kohn-Sham gap = 5.4 eV
LUMO energy = 2.4 eV
charge = -1

Each line ends with the Mulliken charge.
CARTESIAN COORDINATES (ANGSTROEM)
1 K -2.78612 0.15548 -0.87757  0.746
2 C 0.84498 0.21688 -3.24137  -1.816
3 C 1.33838 0.95318 -1.98577  1.639
4 C 1.29468 2.47118 -2.19627  -1.418
5 C 2.77198 0.52798 -1.65917  -1.340
6 O 0.45048 0.60338 -0.95307  0.212
7 Si 0.66038 0.70128 0.68583  0.050
8 S -1.21712 0.62878 1.50013  -0.973
9 O 1.72188 -0.44252 1.20913  -0.195
10 C 1.48148 -1.80642 1.44243  1.717
11 C 0.75228 -1.97622 2.77753  -1.584
12 C 0.63528 -2.42342 0.32743  -1.367
13 C 2.86798 -2.46852 1.49563  -1.841
14 O 1.49448 2.09528 0.90483  0.216
15 C 1.85458 2.76198 2.08453  1.627
16 C 1.52188 4.24628 1.87253  -1.764
17 C 1.10788 2.23878 3.31033  -1.621
18 C 3.36498 2.57698 2.28733  -1.629
19 H 1.52468 0.37248 -4.07767  0.403
20 H -0.14662 0.57958 -3.51507  0.345
21 H 0.77548 -0.84932 -3.03177  0.369
22 H 2.04808 2.78198 -2.91777  0.423
23 H 1.47818 2.94718 -1.23787  0.094
24 H 0.30968 2.77548 -2.55177  0.339
25 H 3.44438 0.77618 -2.47897  0.572
26 H 2.81368 -0.54512 -1.48127  0.224
27 H 3.09148 1.04198 -0.75727  0.174
28 H -0.14112 -1.35372 2.76173  0.212
29 H 1.38648 -1.65632 3.60093  0.335
30 H 0.46958 -3.01512 2.92253  0.485
31 H -0.36782 -2.00692 0.37573  0.229
32 H 0.57458 -3.50392 0.43813  0.584
33 H 1.05958 -2.18902 -0.64637  0.148
34 H 3.47318 -1.96182 2.24463  0.363
35 H 3.36528 -2.37762 0.53003  0.367
36 H 2.78298 -3.52052 1.75813  0.398
37 H 0.45338 4.34828 1.68973  0.371
38 H 2.06618 4.63058 1.01103  0.346
39 H 1.78938 4.83108 2.75133  0.431
40 H 0.03588 2.26988 3.12793  0.313
41 H 1.34418 2.83728 4.18903  0.525
42 H 1.38468 1.20348 3.48983  0.248
43 H 3.91548 3.04968 1.47533  0.328
44 H 3.58618 1.51308 2.29243  0.222
45 H 3.67948 3.01518 3.23203  0.456
46 Cl -3.38542 -5.23752 -1.35887  -0.307
47 C -4.04152 -3.62442 -1.53107  0.247
48 C -4.41692 -2.89582 -0.40587  -0.207
49 C -4.94282 -1.63842 -0.54837  -0.590
50 C -5.05102 -0.99772 -1.82207  0.283
51 C -5.41932 0.32638 -1.97157  -1.311
52 C -4.73022 -1.82432 -2.94157  -0.577
53 C -4.24092 -3.09532 -2.80237  -0.499
54 H -4.32242 -3.34012 0.57853  0.400
55 H -5.27242 -1.10082 0.33503  0.346
56 H -5.90752 0.82798 -1.14247  0.255
57 H -5.73012 0.66118 -2.95517  0.292
58 H -4.86672 -1.41622 -3.93747  0.310
59 H -4.02972 -3.69932 -3.67567  0.398

Cartesian forces (eV/Å) of the 2 atoms listed first:
K 0.6020 0.2066 -0.2094
C 0.0779 0.1956 0.3630

=====

No. 2
Here is a cluster of 8 separate species, C17H53N13O8 in total in a non-equilibrium geometry from OMol25. Energies are from ωB97M-V with the def2-TZVPD basis set.

Calculated values
structure (SMILES) = COC[C@H](C)N.COC[C@H](C)N.COC[C@H](C)N.NC(N)=O.NC(N)=O.NC(N)=O.NC(N)=O.NC(N)=O
relative energy (zero: lowest compared OMol25 entry of this formula, charge and spin) = 177.8 kcal/mol
Kohn-Sham gap = 9.3 eV
LUMO energy = 0.3 eV

Each line ends with the Mulliken charge.
CARTESIAN COORDINATES (ANGSTROEM)
1 C 8.23443 -0.04455 -7.24398  -0.752
2 O 6.98085 -0.63137 -6.83276  -0.376
3 C 7.13254 -1.09381 -5.47865  -0.590
4 C 5.76735 -1.76039 -4.94666  0.277
5 C 5.99325 -2.86597 -3.83771  -1.494
6 N 5.03925 -2.44650 -5.96035  -0.729
7 H 8.37569 1.00530 -6.98715  0.265
8 H 8.18890 -0.12572 -8.33001  0.265
9 H 9.06174 -0.68469 -6.93759  0.340
10 H 7.83507 -1.89283 -5.24179  0.357
11 H 7.25392 -0.16616 -4.91932  0.342
12 H 5.14700 -0.99428 -4.48154  0.306
13 H 5.05056 -3.23171 -3.43069  0.376
14 H 6.55863 -2.31053 -3.08943  0.356
15 H 6.55792 -3.73944 -4.16373  0.425
16 H 5.49796 -3.34623 -5.94668  0.284
17 H 5.43095 -1.96443 -6.75677  0.347
18 C -5.94878 3.18904 3.25800  -0.737
19 O -6.71747 4.09984 2.38511  -0.331
20 C -8.12074 4.12682 2.55467  -0.600
21 C -8.51075 5.24282 1.51909  0.481
22 C -9.95765 5.71371 1.49228  -1.534
23 N -8.20979 4.87610 0.11711  -0.603
24 H -4.89032 3.08939 3.01752  0.265
25 H -6.40853 2.24495 2.96576  0.286
26 H -6.07572 3.27112 4.33747  0.290
27 H -8.56678 3.16200 2.31323  0.328
28 H -8.44285 4.48109 3.53387  0.356
29 H -8.02038 6.17037 1.81455  0.138
30 H -10.66643 4.91487 1.27413  0.357
31 H -10.17210 6.56970 0.85245  0.389
32 H -10.15104 6.26372 2.41325  0.405
33 H -7.48573 4.18182 0.23456  0.274
34 H -8.93237 4.47046 -0.46034  0.233
35 C 5.67947 7.54621 6.16448  -0.708
36 O 4.74165 7.45592 5.00235  -0.351
37 C 4.64625 6.15454 4.38940  -0.852
38 C 3.64473 6.11060 3.24178  0.468
39 C 3.59108 4.81604 2.50330  -1.352
40 N 4.03511 7.19137 2.32688  -0.818
41 H 6.65953 7.11475 5.96101  0.290
42 H 5.16734 6.94083 6.91239  0.300
43 H 5.67335 8.58819 6.48439  0.241
44 H 5.65066 5.80011 4.15773  0.424
45 H 4.37892 5.37468 5.10246  0.416
46 H 2.66716 6.27039 3.69666  0.283
47 H 3.62508 3.99438 3.21873  0.356
48 H 4.35631 4.81216 1.72709  0.309
49 H 2.61185 4.83049 2.02474  0.312
50 H 5.03067 7.12529 2.17001  0.288
51 H 4.01049 7.94142 3.00284  0.393
52 N 0.16446 -2.84244 -0.39638  -0.445
53 C 0.24873 -1.65339 0.19666  0.667
54 N -0.84061 -1.35074 0.68874  -0.328
55 O 1.20263 -0.90435 0.05930  -0.680
56 H 0.86674 -3.11072 -1.07085  0.223
57 H -0.75841 -3.20737 -0.58410  0.179
58 H -0.92236 -0.41651 1.06377  0.218
59 H -1.60339 -2.01060 0.63532  0.166
60 N -7.69641 -0.66876 -0.17224  -0.371
61 C -6.58364 -0.94670 -0.81173  0.694
62 N -6.40649 -0.20242 -1.85511  -0.343
63 O -5.76703 -1.71575 -0.31738  -0.684
64 H -8.29008 -0.10779 -0.76634  0.146
65 H -7.94580 -1.01799 0.74206  0.205
66 H -5.62817 -0.21506 -2.49866  0.211
67 H -7.19108 0.34336 -2.18167  0.142
68 N -5.17211 -6.93948 -0.35563  -0.409
69 C -6.13816 -7.63652 -0.84856  0.651
70 N -6.38314 -8.67245 -0.13577  -0.360
71 O -6.74059 -7.22052 -1.80845  -0.659
72 H -4.52647 -7.40447 0.26649  0.163
73 H -5.09145 -6.00891 -0.73985  0.219
74 H -6.95341 -9.40244 -0.53826  0.238
75 H -5.72945 -8.78461 0.62596  0.159
76 N -0.43997 -8.22012 -3.95501  -0.391
77 C 0.18373 -7.22884 -4.52494  0.687
78 N 1.45589 -7.34046 -4.16324  -0.395
79 O -0.37090 -6.27860 -5.03035  -0.630
80 H 0.13324 -8.96641 -3.58816  0.157
81 H -1.44478 -8.13257 -3.90218  0.215
82 H 2.06683 -6.59415 -4.46304  0.212
83 H 1.75256 -8.14228 -3.62549  0.143
84 N 5.78006 -1.75662 3.64543  -0.373
85 C 5.83057 -1.29357 4.81357  0.643
86 N 6.06107 -2.37166 5.54002  -0.398
87 O 5.72580 -0.13117 5.04111  -0.631
88 H 5.56797 -1.06539 2.94022  0.222
89 H 5.80240 -2.75332 3.48359  0.134
90 H 6.51747 -2.24837 6.43254  0.229
91 H 6.26557 -3.22180 5.03450  0.175

Cartesian forces (eV/Å) of the 2 atoms listed first:
C -0.8297 -0.9967 -1.2502
O 1.2886 -0.5806 1.0091

=====

No. 3
Here is a structure of composition C21H15I2N3O3PdS from OMol25. Energies are from ωB97M-V with the def2-TZVPD basis set.

Calculated values
relative energy (zero: lowest compared OMol25 entry of this formula, charge and spin) = 7.1 kcal/mol
Kohn-Sham gap = 6.8 eV
LUMO energy = -1.2 eV

Each line ends with the Mulliken charge.
CARTESIAN COORDINATES (ANGSTROEM)
1 Pd -0.70771 0.24492 -0.73985  0.823
2 C -2.67647 8.18671 1.77578  -1.450
3 C -2.66576 6.74603 1.34346  0.982
4 C -3.72873 5.90224 1.64120  -0.760
5 C -3.72591 4.57699 1.22766  -0.210
6 C -2.64601 4.09660 0.50688  -0.115
7 C -1.57333 4.92311 0.18928  -0.547
8 C -1.58968 6.23778 0.61405  -0.785
9 S -2.64026 2.43031 -0.06175  1.788
10 O -2.51027 2.45199 -1.49423  -0.835
11 O -3.77721 1.76581 0.52373  -0.642
12 N -1.20197 1.80884 0.46272  -0.302
13 C -1.04778 1.50602 1.83837  0.575
14 C -1.86705 1.95781 2.87619  -0.036
15 C -1.60022 1.52264 4.16208  -0.747
16 C -0.54111 0.65615 4.39568  -0.415
17 C 0.22232 0.27874 3.30268  -0.524
18 N -0.01815 0.69201 2.06474  -0.365
19 H -3.43929 8.36789 2.53169  0.347
20 H -2.88508 8.84023 0.92632  0.305
21 H -1.70991 8.48155 2.18516  0.361
22 H -4.57132 6.28428 2.20503  0.325
23 H -4.55250 3.91628 1.45460  0.514
24 H -0.74028 4.53140 -0.37939  0.428
25 H -0.75441 6.88600 0.37632  0.377
26 H -2.69255 2.62610 2.69281  0.265
27 H -2.22987 1.85821 4.97660  0.407
28 H -0.31067 0.28966 5.38585  0.417
29 H 1.07032 -0.38659 3.42388  0.387
30 I 0.78115 -3.41031 -4.08938  0.097
31 C -0.59834 -3.43642 -2.53988  -0.495
32 C -1.33508 -4.60401 -2.26869  -0.351
33 C -2.24642 -4.65377 -1.24716  -0.375
34 I -3.29005 -6.42951 -0.91537  0.085
35 C -2.46628 -3.51106 -0.43812  0.974
36 C -3.36720 -3.42274 0.64915  -0.387
37 C -3.48130 -2.26005 1.35347  -1.450
38 C -2.70589 -1.14396 0.99176  -0.030
39 N -1.86558 -1.19934 -0.00984  -0.350
40 C -1.72225 -2.35680 -0.73637  -0.555
41 C -0.77075 -2.29260 -1.78637  1.553
42 O -0.11572 -1.17245 -1.97519  -0.840
43 H -1.16941 -5.47622 -2.88606  0.332
44 H -3.96263 -4.28634 0.91392  0.213
45 H -4.16507 -2.16917 2.18493  0.428
46 H -2.79822 -0.20659 1.52144  0.580

Cartesian forces (eV/Å) of the 2 atoms listed first:
Pd 0.1412 0.5865 -0.0181
C 0.0013 -0.0132 -0.0058

=====

No. 4
Here is a structure of composition C12H26NO4P2Rh in a non-equilibrium geometry from OMol25. Energies are from ωB97M-V with the def2-TZVPD basis set.

Calculated values
Kohn-Sham gap (alpha / beta) = 4.3 / 5.8 eV
2S+1 = 5
LUMO energy (alpha / beta) = 0.1 / -2.6 eV

Each line ends with the Mulliken charge.
CARTESIAN COORDINATES (ANGSTROEM)
1 C 0.94416 -1.16410 -2.99668  -0.571
2 C 0.99122 -0.87384 -1.64473  0.177
3 N -0.12706 -0.86962 -0.87688  0.301
4 C -1.33428 -1.10373 -1.44829  0.332
5 C -1.41027 -1.45462 -2.79545  -0.558
6 C -0.26332 -1.50912 -3.59857  -0.928
7 C 2.36881 -0.59800 -1.06352  -1.189
8 P 2.17247 -0.26853 0.81837  1.405
9 Rh -0.00932 -0.57011 1.44336  -1.190
10 P -2.20983 -0.06293 0.88215  1.174
11 C -2.59389 -1.01029 -0.68259  -1.186
12 O 2.61899 3.52854 -2.74389  -0.634
13 O -1.41244 3.05413 -1.53126  -0.657
14 H 1.92768 -1.16648 -3.49449  0.399
15 H -2.35580 -1.76151 -3.22751  0.435
16 H -0.25491 -1.86197 -4.63925  0.332
17 C 3.04730 -1.75539 1.44396  -1.514
18 C 3.10393 1.21198 1.27408  -1.191
19 H -3.38862 -0.53433 -1.26939  0.457
20 H -2.92034 -2.01650 -0.42035  0.433
21 H 2.90888 0.18372 -1.60560  0.467
22 H 3.03728 -1.46294 -0.98037  0.386
23 C -3.32088 -0.85929 2.09707  -1.482
24 C -3.04374 1.52555 0.54307  -1.351
25 H -0.61989 2.58595 -1.22063  0.297
26 H -1.19387 4.00106 -1.57888  0.308
27 H 2.04328 2.88819 -2.28255  0.304
28 H 2.86948 2.93326 -3.46078  0.329
29 H 0.01647 -2.23234 1.55317  0.000
30 H -0.16325 0.91155 0.99204  0.280
31 H 4.01020 -1.75356 0.94990  0.468
32 H 3.23182 -1.90846 2.50808  0.367
33 H 2.52663 -2.65114 1.12373  0.389
34 H 4.15885 0.95873 1.15091  0.392
35 H 2.82032 1.98117 0.54943  0.325
36 H 2.92813 1.57478 2.29686  0.326
37 H -4.11478 1.43899 0.28396  0.417
38 H -2.95611 2.13500 1.45443  0.399
39 H -2.53559 2.05275 -0.28689  0.434
40 H -4.37831 -0.85725 1.80691  0.401
41 H -2.98453 -1.88674 2.25722  0.382
42 H -3.20202 -0.31343 3.03920  0.435
43 O -0.61191 -0.53739 4.94208  -0.586
44 C -0.22382 -0.07026 3.88691  0.155
45 O 0.27501 1.04372 3.53342  -0.478
46 H -0.37212 -0.89523 3.01824  0.812

Cartesian forces (eV/Å) of the 2 atoms listed first:
C 1.0174 0.2724 1.1849
C 1.3407 -0.1680 -2.0528

=====

No. 5
Here is a structure of composition C2H4ClN in a non-equilibrium geometry from OMol25. Energies are from ωB97M-V with the def2-TZVPD basis set.

Calculated values
relative energy (zero: lowest compared OMol25 entry of this formula, charge and spin) = 57.8 kcal/mol
Kohn-Sham gap = 10.2 eV
LUMO energy = 0.3 eV

Each line ends with the Mulliken charge.
CARTESIAN COORDINATES (ANGSTROEM)
1 C 0.61660 0.71337 -0.11122  -0.584
2 C -0.38691 -0.16132 0.46225  0.225
3 N 0.33551 -1.21105 -0.13875  -0.530
4 Cl -2.06777 0.16101 -0.09888  -0.223
5 H 0.25378 1.20015 -0.92321  0.317
6 H 1.50700 1.14036 0.41489  0.240
7 H -0.35231 -0.35266 1.48808  0.315
8 H 0.09410 -1.48985 -1.09315  0.241

Cartesian forces (eV/Å) of the 2 atoms listed first:
C 1.1703 -2.9770 2.1943
C -0.7383 -0.3352 -0.2251

=====

No. 6
Here is a structure of composition C5H7N in a non-equilibrium geometry from OMol25. Energies are from ωB97M-V with the def2-TZVPD basis set.

Calculated values
relative energy (zero: lowest compared OMol25 entry of this formula, charge and spin) = 94.6 kcal/mol
Kohn-Sham gap = 8.1 eV
LUMO energy = 0.9 eV

Each line ends with the Mulliken charge.
CARTESIAN COORDINATES (ANGSTROEM)
1 C 1.95807 0.04635 0.11924  -1.233
2 C 0.45333 0.12131 -0.00359  0.925
3 C -0.37677 -0.94381 -0.34149  -0.786
4 N -1.71022 -0.65662 -0.23226  0.010
5 C -2.01829 0.59964 0.09003  -0.391
6 C -0.15789 1.25992 0.44048  -0.642
7 H 2.24593 -0.06969 1.17192  0.272
8 H 2.26816 -0.81925 -0.44481  0.333
9 H 2.54549 0.88590 -0.28281  0.340
10 H -0.05132 -1.90580 -0.67161  0.363
11 H -2.37929 -1.43165 -0.34697  0.260
12 H -3.14542 0.67149 0.22180  0.275
13 H 0.36823 2.24222 0.28005  0.274

Cartesian forces (eV/Å) of the 2 atoms listed first:
C 0.1342 -0.3170 -0.2335
C -0.0669 0.1095 0.5269

=====

Repeat the third record exactly.
Here is a structure of composition C21H15I2N3O3PdS from OMol25. Energies are from ωB97M-V with the def2-TZVPD basis set.

Calculated values
relative energy (zero: lowest compared OMol25 entry of this formula, charge and spin) = 7.1 kcal/mol
Kohn-Sham gap = 6.8 eV
LUMO energy = -1.2 eV

Each line ends with the Mulliken charge.
CARTESIAN COORDINATES (ANGSTROEM)
1 Pd -0.70771 0.24492 -0.73985  0.823
2 C -2.67647 8.18671 1.77578  -1.450
3 C -2.66576 6.74603 1.34346  0.982
4 C -3.72873 5.90224 1.64120  -0.760
5 C -3.72591 4.57699 1.22766  -0.210
6 C -2.64601 4.09660 0.50688  -0.115
7 C -1.57333 4.92311 0.18928  -0.547
8 C -1.58968 6.23778 0.61405  -0.785
9 S -2.64026 2.43031 -0.06175  1.788
10 O -2.51027 2.45199 -1.49423  -0.835
11 O -3.77721 1.76581 0.52373  -0.642
12 N -1.20197 1.80884 0.46272  -0.302
13 C -1.04778 1.50602 1.83837  0.575
14 C -1.86705 1.95781 2.87619  -0.036
15 C -1.60022 1.52264 4.16208  -0.747
16 C -0.54111 0.65615 4.39568  -0.415
17 C 0.22232 0.27874 3.30268  -0.524
18 N -0.01815 0.69201 2.06474  -0.365
19 H -3.43929 8.36789 2.53169  0.347
20 H -2.88508 8.84023 0.92632  0.305
21 H -1.70991 8.48155 2.18516  0.361
22 H -4.57132 6.28428 2.20503  0.325
23 H -4.55250 3.91628 1.45460  0.514
24 H -0.74028 4.53140 -0.37939  0.428
25 H -0.75441 6.88600 0.37632  0.377
26 H -2.69255 2.62610 2.69281  0.265
27 H -2.22987 1.85821 4.97660  0.407
28 H -0.31067 0.28966 5.38585  0.417
29 H 1.07032 -0.38659 3.42388  0.387
30 I 0.78115 -3.41031 -4.08938  0.097
31 C -0.59834 -3.43642 -2.53988  -0.495
32 C -1.33508 -4.60401 -2.26869  -0.351
33 C -2.24642 -4.65377 -1.24716  -0.375
34 I -3.29005 -6.42951 -0.91537  0.085
35 C -2.46628 -3.51106 -0.43812  0.974
36 C -3.36720 -3.42274 0.64915  -0.387
37 C -3.48130 -2.26005 1.35347  -1.450
38 C -2.70589 -1.14396 0.99176  -0.030
39 N -1.86558 -1.19934 -0.00984  -0.350
40 C -1.72225 -2.35680 -0.73637  -0.555
41 C -0.77075 -2.29260 -1.78637  1.553
42 O -0.11572 -1.17245 -1.97519  -0.840
43 H -1.16941 -5.47622 -2.88606  0.332
44 H -3.96263 -4.28634 0.91392  0.213
45 H -4.16507 -2.16917 2.18493  0.428
46 H -2.79822 -0.20659 1.52144  0.580

Cartesian forces (eV/Å) of the 2 atoms listed first:
Pd 0.1412 0.5865 -0.0181
C 0.0013 -0.0132 -0.0058

=====

Which formula does entry 5 have?
C2H4ClN